# 1
Molecular formula: C28H42NO2SiY
Method: DFT, ωB97M-V/def2-TZVPD

Geometry as ORCA input:
```
! RIJCOSX wB97M-V def2-TZVPD def2/J DEFGRID3
* xyz 0 1
Y -0.4724 -0.8345 0.3995
Si 1.7927 1.0868 2.6824
O -0.1092 -0.9245 -3.2160
O 1.3673 2.5709 -2.7700
N 0.3581 0.0902 2.6430
C -2.5393 -1.1958 1.6281
C 1.7709 -2.1498 0.4414
C -2.7314 0.6250 0.2313
C 0.6593 3.7701 -3.2016
C -2.8049 -1.6730 0.2956
C 1.1151 -2.4774 -0.7749
C -0.0142 -1.6230 -4.5357
C -0.1215 -3.1200 -0.4546
C -2.8881 -0.5368 -0.5670
C -0.9605 2.2824 -2.0428
C 2.9952 0.3553 3.9554
C -0.0678 0.2234 -4.1244
C 0.4678 1.7927 -1.8873
C 0.9390 -2.5634 1.5150
C -0.8147 3.6743 -2.7105
C -0.6559 -1.2932 4.3901
C 1.4834 2.8906 3.0695
C -0.9575 0.9267 6.0510
C -0.4856 1.1044 4.7485
C -1.2549 -1.4407 5.6389
C 2.7694 1.1770 1.0741
C -2.5046 0.2255 1.5754
C -0.2275 -3.1877 0.9735
C 0.0742 -0.4248 -5.4708
C -1.2846 -2.3914 -4.7780
C 1.2551 -2.4300 -4.6928
C -1.3851 -0.3349 6.4850
C -0.2485 -0.0201 3.8888
H 0.4479 3.1665 2.8134
H -1.6044 1.6954 -2.7035
H 0.5079 0.7133 -2.1237
H 0.7803 3.8324 -4.3116
H -2.8566 1.6577 -0.0715
H -2.4220 0.9086 2.4233
H 1.1859 4.6003 -2.7100
H 2.1580 3.5133 2.4550
H 1.2884 -2.8176 -5.7188
H 2.1474 -1.8089 -4.5465
H 1.6648 3.1410 4.1255
H 2.7814 -1.7509 0.5274
H -1.2670 -2.8178 -5.7829
H -0.7837 -0.1480 -6.0858
H -3.1244 -0.5297 -1.6426
H -0.9996 1.7913 6.7219
H 1.5035 -2.3240 -1.7734
H -2.3600 -1.8012 2.5367
H -0.9750 4.4092 -1.9077
H -1.4427 2.4079 -1.0754
H -1.0469 -3.6351 1.5437
H 3.0686 -0.7461 3.8801
H 3.9974 0.7813 3.7534
H 0.8134 0.8459 -3.9892
H 3.8296 1.2392 1.4533
H -0.2680 2.1135 4.4032
H 1.2784 -3.2797 -4.0085
H -0.5123 -2.1651 3.7510
H -1.6346 -2.4240 5.9384
H -0.7972 -3.5655 -1.1886
H -1.3557 -3.2003 -4.0412
H -1.5154 3.8386 -3.5296
H 2.5732 2.0752 0.4450
H 1.1438 -2.3531 2.5763
H -1.8179 -0.4541 7.4803
H -2.9733 -2.7151 0.0049
H 2.6751 0.3077 0.3977
H -1.0097 0.7767 -4.0686
H 1.0502 -0.2281 -5.9071
H 2.7000 0.5941 4.9929
H 0.8052 1.9136 -0.8303
H -2.1532 -1.7331 -4.6671
*
```

Calculated values
Max |F| (eV/A): 3.0
DFT total energy (Eh): -1625.1403
E_HOMO (eV): -6.786
LUMO (eV): 0.334
Gap between HOMO and LUMO (eV): 7.12
Relative energy (zero: lowest compared OMol25 entry of this formula, charge and spin) (kcal/mol): 63.72

Atom charges from the Löwdin analysis, given in e for atoms 1 to 5: number 1, Y, carries 1.45; number 2, Si, carries 0.36; number 3, O, carries -0.11; number 4, O, carries -0.16; number 5, N, carries -0.17

=====

# 2
Molecular formula: C3H7O2PS2
Method: DFT, ωB97M-V/def2-TZVPD

Geometry as ORCA input:
```
! RIJCOSX wB97M-V def2-TZVPD def2/J DEFGRID3
* xyz -2 1
S -4.6659 0.4300 -0.6262
S -2.8319 -0.2361 1.9421
P -2.8503 0.0325 0.0164
O -1.9055 1.4030 -0.4591
O -2.3826 -2.4956 -1.0489
C -0.6433 1.7739 -0.6131
C 0.4144 1.2983 0.3904
C 0.5920 -0.2094 0.2809
H -0.0017 -0.7529 1.0272
H 0.3123 -0.5889 -0.6547
H 0.0122 1.4089 1.3188
H 1.6611 -0.5757 0.5287
H -3.1840 -2.9738 -1.3819
H -0.2937 1.8502 -1.5910
H 1.2991 1.8178 0.2010
*
```

Calculated values
Max |F| (eV/A): 3.5
DFT total energy (Eh): -1406.6038
E_HOMO (spin up / spin down) (eV): 1.014 / 0.350
LUMO (spin up / spin down) (eV): 5.962 / 5.834
Gap between HOMO and LUMO (spin up / spin down) (eV): 4.95 / 5.48
Relative energy (zero: lowest compared OMol25 entry of this formula, charge and spin) (kcal/mol): 109.35

Atom charges from the Löwdin analysis, given in e for atoms 1 to 5: number 1, S, carries -0.14; number 2, S, carries -0.09; number 3, P, carries -0.16; number 4, O, carries -0.44; number 5, O, carries -0.65

=====

# 3
Molecular formula: C5H9NO3
Method: DFT, ωB97M-V/def2-TZVPD

Geometry as ORCA input:
```
! RIJCOSX wB97M-V def2-TZVPD def2/J DEFGRID3
* xyz 0 1
O 1.5818 1.8911 0.4814
O -0.6607 0.5113 -1.4118
O -1.6554 0.2769 0.5774
N 2.8506 0.3502 -0.5400
C 1.8130 0.6175 0.1444
C 0.6320 -0.2694 0.4786
C -2.9152 0.6469 0.0193
C 0.8468 -1.7458 0.1489
C -0.6122 0.2342 -0.2358
H 1.7816 2.4271 -0.3292
H 0.9885 -1.8977 -0.9296
H 2.8906 -0.6351 -0.7910
H -0.0271 -2.3293 0.4640
H 1.7255 -2.1308 0.6816
H 0.4595 -0.1562 1.5581
H -2.8672 1.6678 -0.3822
H -3.6347 0.5962 0.8428
H -3.1973 -0.0548 -0.7769
*
```

Calculated values
Max |F| (eV/A): 2.0
DFT total energy (Eh): -476.4002
E_HOMO (eV): -10.497
LUMO (eV): 0.751
Gap between HOMO and LUMO (eV): 11.25
Relative energy (zero: lowest compared OMol25 entry of this formula, charge and spin) (kcal/mol): 27.59

Atom charges from the Löwdin analysis, given in e for atoms 1 to 5: number 1, O, carries 0.06; number 2, O, carries 0.13; number 3, O, carries -0.02; number 4, N, carries 0.18; number 5, C, carries -0.48

=====

# 4
Molecular formula: C5H12O4
Method: DFT, ωB97M-V/def2-TZVPD

Geometry as ORCA input:
```
! RIJCOSX wB97M-V def2-TZVPD def2/J DEFGRID3
* xyz 0 1
O -2.2036 0.0986 -0.4542
O 0.6115 -2.1794 -0.5399
O -0.7088 -0.3350 -2.0672
O 0.9609 1.4406 -0.8606
C -0.9201 -0.3169 -0.7071
C 0.4044 0.6613 0.1946
C -0.3849 1.6327 1.0633
C 1.5284 0.0552 1.0296
C -0.5763 -1.5867 -0.0665
H -1.4761 -2.4859 -0.4944
H -2.7450 -0.0133 -1.2506
H 0.3751 -2.4700 -1.4491
H -0.9283 1.1091 1.8527
H -0.7707 -1.6641 0.9989
H 1.1491 -0.5190 1.8777
H -1.0741 2.2388 0.4689
H 0.2768 2.3691 1.5363
H 2.1799 0.8389 1.4377
H 0.1572 0.0790 -2.2428
H 2.2285 -0.5163 0.4150
H 1.9161 1.5634 -0.7423
*
```

Calculated values
Max |F| (eV/A): 7.3
DFT total energy (Eh): -498.5903
E_HOMO (eV): -8.800
LUMO (eV): 0.699
Gap between HOMO and LUMO (eV): 9.50
Relative energy (zero: lowest compared OMol25 entry of this formula, charge and spin) (kcal/mol): 64.85

Atom charges from the Löwdin analysis, given in e for atoms 1 to 5: number 1, O, carries 0.05; number 2, O, carries -0.07; number 3, O, carries 0.05; number 4, O, carries -0.04; number 5, C, carries -0.52

=====

# 5
Molecular formula: C10H18N2O5
Method: DFT, ωB97M-V/def2-TZVPD

Geometry as ORCA input:
```
! RIJCOSX wB97M-V def2-TZVPD def2/J DEFGRID3
* xyz 0 1
O 0.7736 -0.8434 -1.6459
O -1.6175 3.5931 -0.5925
O -1.0410 2.9441 1.4444
O -4.2925 -1.4027 0.4732
O -3.0443 -3.1913 0.0559
N 0.3455 0.7500 -0.0148
N 3.1391 1.1989 0.0383
C -2.1634 0.4246 -0.0559
C 4.6537 -1.1535 0.2013
C -0.9510 1.3017 -0.4621
C -1.9760 -1.0649 -0.4403
C 1.1110 -0.0531 -0.7699
C -3.0987 -1.9661 0.0704
C -1.1234 2.6863 0.0612
C 2.4356 -1.6042 1.4478
C 2.6148 0.0396 -0.5675
C 3.1407 -1.2723 0.0645
H 2.8400 -0.0855 -1.6433
H 2.3351 -0.7406 2.0490
H -1.0625 -1.4320 -0.0279
H -0.3710 2.2741 1.7066
H -2.1576 0.4806 1.0767
H 5.0307 -0.4705 0.9431
H -3.0865 0.9223 -0.3858
H -4.8442 -2.1415 0.6962
H 3.4983 0.9230 0.9429
H 0.8600 1.4027 0.5193
H 2.8324 -2.0878 -0.6229
H 3.0001 -2.3292 2.0284
H -0.9122 1.3692 -1.5960
H 3.8410 1.6897 -0.4488
H -1.8820 -1.1644 -1.5394
H 1.4510 -2.0539 1.3348
H 5.1225 -2.1213 0.4102
H 5.0271 -0.9032 -0.7856
*
```

Calculated values
Max |F| (eV/A): 4.8
DFT total energy (Eh): -877.5753
E_HOMO (eV): -9.716
LUMO (eV): 0.309
Gap between HOMO and LUMO (eV): 10.03
Relative energy (zero: lowest compared OMol25 entry of this formula, charge and spin) (kcal/mol): 40.37

Atom charges from the Löwdin analysis, given in e for atoms 1 to 5: number 1, O, carries 0.07; number 2, O, carries 0.12; number 3, O, carries 0.09; number 4, O, carries 0.09; number 5, O, carries 0.07

=====

# 6
Molecular formula: C4H6N2O
Method: DFT, ωB97M-V/def2-TZVPD

Geometry as ORCA input:
```
! RIJCOSX wB97M-V def2-TZVPD def2/J DEFGRID3
* xyz 0 1
O -2.5686 0.2968 0.8896
N 0.1601 -0.2260 -1.3473
N -0.2117 0.3508 0.7582
C -1.1959 -0.0488 -1.1560
C 2.1603 -0.2078 0.1348
C -1.4365 0.2576 0.1477
C 0.7230 0.0187 -0.1957
H 2.5457 -0.9370 -0.5813
H 2.7676 0.6997 0.0695
H -1.9232 -0.1972 -1.9431
H 2.2668 -0.6287 1.1413
H -0.0285 0.7521 1.6658
H -3.2465 -0.1503 0.3659
*
```

Calculated values
Max |F| (eV/A): 0.4
DFT total energy (Eh): -340.7691
E_HOMO (eV): -8.038
LUMO (eV): 0.718
Gap between HOMO and LUMO (eV): 8.76
Relative energy (zero: lowest compared OMol25 entry of this formula, charge and spin) (kcal/mol): 16.17

Atom charges from the Löwdin analysis, given in e for atoms 1 to 5: number 1, O, carries 0.07; number 2, N, carries 0.09; number 3, N, carries 0.16; number 4, C, carries -0.11; number 5, C, carries -0.03

=====

Q: Which of these has the lowest relative energy (zero: lowest compared OMol25 entry of this formula, charge and spin)?
A: C4H6N2O

=====

Q: The highest DFT total energy belongs to which entry?
A: C4H6N2O